1:
# C5H11O3

A cluster of 2 separate species, C5H11O3 in total (ωB97M-V with the def2-TZVPD basis set, the Open Molecules 2025 dataset).

Lowest unoccupied orbital energy = 3.77 eV
HOMO level = -4.5 eV
Molar mass = 119.1 Da
Charge = -1
Orbital gap = 0.304 Eh

Each atom is followed by the atoms it is bonded to, with distances in Å.
Cartesian coordinates (Å):
1 C 0.880 2.536 1.615  C2 1.567, H5 1.090, H6 1.091, H7 1.088
2 C 0.634 2.518 0.067  C1 1.567, O3 1.238, O4 1.264
3 O 0.087 3.544 -0.355  C2 1.238
4 O 1.121 1.542 -0.573  C2 1.264
5 H 1.241 3.512 1.938  C1 1.090
6 H 1.505 1.726 1.997  C1 1.091
7 H -0.122 2.451 2.031  C1 1.088
8 C -0.158 -1.100 -0.576  C9 1.564, C10 1.539, O11 1.401, H12 1.098
9 C -1.530 -1.314 0.142  C8 1.564, H13 1.104, H18 1.099, H19 1.100
10 C 0.372 -2.461 -1.061  C8 1.539, H14 1.093, H15 1.089, H16 1.087
11 O -0.438 -0.218 -1.627  C8 1.401, H17 1.002
12 H 0.613 -0.761 0.130  C8 1.098
13 H -1.227 -2.043 0.915  C9 1.104
14 H -0.437 -3.005 -1.554  C10 1.093
15 H 1.174 -2.391 -1.794  C10 1.089
16 H 0.643 -3.104 -0.227  C10 1.087
17 H -0.021 0.683 -1.493  O11 1.002
18 H -2.494 -1.774 -0.118  C9 1.099
19 H -1.845 -0.340 0.544  C9 1.100

2:
# C5H11O3

A cluster of 2 separate species, C5H11O3 in total (ωB97M-V with the def2-TZVPD basis set, the Open Molecules 2025 dataset).

Lowest unoccupied orbital energy = 3.86 eV
HOMO level = -4.5 eV
Molar mass = 119.1 Da
Charge = -1
Orbital gap = 0.307 Eh

Each atom is followed by the atoms it is bonded to, with distances in Å.
Cartesian coordinates (Å):
1 C 0.931 2.354 2.194  C2 1.550, H5 1.091, H6 1.092, H7 1.089
2 C 1.355 1.963 0.755  C1 1.550, O3 1.239, O4 1.267
3 O 1.415 2.864 -0.092  C2 1.239
4 O 1.687 0.747 0.624  C2 1.267
5 H 1.877 2.570 2.691  C1 1.091
6 H 0.426 1.527 2.698  C1 1.092
7 H 0.306 3.246 2.225  C1 1.089
8 C -0.308 -1.180 -0.680  C9 1.545, C10 1.518, O11 1.410, H12 1.083
9 C -1.567 -0.335 -0.976  C8 1.545, H13 1.095, H18 1.087, H19 1.093
10 C -0.552 -2.643 -1.003  C8 1.518, H14 1.102, H15 1.095, H16 1.094
11 O 0.799 -0.740 -1.434  C8 1.410, H17 0.986
12 H -0.100 -0.970 0.361  C8 1.083
13 H -2.448 -0.844 -0.572  C9 1.095
14 H -0.991 -2.731 -2.009  C10 1.102
15 H 0.385 -3.209 -0.961  C10 1.095
16 H -1.287 -3.075 -0.317  C10 1.094
17 H 1.226 0.006 -0.952  O11 0.986
18 H -1.732 -0.192 -2.041  C9 1.087
19 H -1.422 0.644 -0.511  C9 1.093

3:
# C5H11O3

A cluster of 2 separate species, C5H11O3 in total (ωB97M-V with the def2-TZVPD basis set, the Open Molecules 2025 dataset).

Lowest unoccupied orbital energy = 3.56 eV
HOMO level = -4.0 eV
Molar mass = 119.1 Da
Charge = -1
Orbital gap = 0.279 Eh

Each atom is followed by the atoms it is bonded to, with distances in Å.
Cartesian coordinates (Å):
1 O -0.524 -2.069 -1.233  C2 1.272
2 C 0.072 -1.907 -0.121  O1 1.272, O3 1.251, C4 1.665
3 O 0.211 -2.808 0.736  C2 1.251
4 C 0.809 -0.429 0.087  C2 1.665, C5 1.525, H8 1.101, H9 1.103
5 C -0.337 0.485 0.508  C4 1.525, C6 1.482, H10 1.098, H11 1.207
6 C -1.252 1.094 -0.486  C5 1.482, C7 1.577, H12 1.130, H13 1.087
7 C -2.431 1.966 0.094  C6 1.577, H14 1.073, H15 1.176, H16 1.108
8 H 1.718 -0.488 0.704  C4 1.101
9 H 1.035 -0.125 -0.949  C4 1.103
10 H -1.101 -0.047 1.090  C5 1.098
11 H 0.239 1.200 1.292  C5 1.207
12 H -0.649 1.695 -1.230  C6 1.130
13 H -1.683 0.305 -1.098  C6 1.087
14 H -3.141 1.393 0.658  C7 1.073
15 H -3.045 2.464 -0.777  C7 1.176
16 H -1.998 2.875 0.558  C7 1.108
17 H 3.416 1.364 0.380  O19 1.075
18 H 2.194 2.149 -0.099  O19 0.996
19 O 3.044 2.373 0.369  H17 1.075, H18 0.996

From most stable to least stable, the computed energies give 2, 1, 3.